Entry 1:
44
Properties=species:S:1:pos:R:3 method="wB97M-V/def2-TZVPD" e_above_lowest_kcal_mol=18.30 orbital_gap_ev=10.39 smiles=ClCCCl.ClCCCl.ClCCCl.ClCCCl.CC#N.CC#N mol_weight_g_mol=477.9
Cl -9.9522 3.9712 12.1417
C -10.6203 3.1007 13.5149
C -11.7330 3.8262 14.2840
Cl -11.2228 5.4641 14.8815
H -9.7050 2.8033 14.0266
H -10.9672 2.1244 13.1761
H -11.9866 3.3656 15.2389
H -12.6600 3.9160 13.7177
Cl -11.5526 1.6699 19.3502
C -10.4631 2.1275 17.9619
C -9.9840 0.9211 17.1296
Cl -11.2695 0.2894 16.1008
H -9.5948 2.5659 18.4538
H -11.0073 2.8434 17.3459
H -9.4583 0.1057 17.6263
H -9.0796 1.1677 16.5733
Cl -6.9016 -3.4281 14.6292
C -5.9724 -3.0858 13.1509
C -5.0865 -4.3618 12.7983
Cl -3.9258 -4.6599 14.1534
H -5.4345 -2.1428 13.2486
H -6.6863 -2.9415 12.3400
H -4.4591 -4.2534 11.9136
H -5.7048 -5.2425 12.6242
Cl -7.8111 4.0584 15.3989
C -6.3742 5.0783 15.7519
C -6.5774 5.7498 17.0836
Cl -5.2316 6.6478 17.6158
H -6.2041 5.7597 14.9183
H -5.5352 4.3873 15.6702
H -6.6869 5.0223 17.8878
H -7.4183 6.4431 17.0978
C -5.9756 0.6087 15.2496
C -7.0987 0.5854 14.3424
N -7.9706 0.5922 13.6045
H -5.3342 -0.2481 15.0433
H -6.3682 0.5855 16.2662
H -5.4071 1.5027 14.9931
C -5.0532 0.7724 20.2912
C -4.9303 1.3160 18.9137
N -4.8666 1.8004 17.9276
H -5.0663 1.6284 20.9658
H -4.2206 0.1312 20.5808
H -6.0403 0.3151 20.3584

***

Entry 2:
9
Properties=species:S:1:pos:R:3 method="wB97M-V/def2-TZVPD" total_charge=+2 e_above_lowest_kcal_mol=60.63 orbital_gap_ev=10.09 mol_weight_g_mol=204.8
C -0.0368 -0.1525 -1.6807
C 0.8463 0.4616 -0.9588
O 0.9664 0.7288 0.2714
C -0.0840 0.2522 1.1326
O -0.9364 -0.4515 0.5533
O 0.1079 0.3890 2.3339
H -0.7731 0.3755 -2.2896
Sn -1.1263 -1.0221 2.8156
H 1.0360 -0.5810 -2.1777

***

Entry 3:
14
Properties=species:S:1:pos:R:3 method="wB97M-V/def2-TZVPD" e_above_lowest_kcal_mol=42.74 orbital_gap_ev=10.72 smiles=C[C@H]1OC[C@H]1O mol_weight_g_mol=88.1
C -0.3155 0.4041 1.5381
C -0.3170 0.7815 0.0680
O 1.0066 1.1136 -0.3928
C 1.1190 -0.1260 -1.1091
C -0.3885 -0.3758 -0.9524
O -0.8737 -1.6305 -0.5792
H 0.3910 -0.4080 1.7528
H 0.0046 1.2701 2.1249
H -1.3132 0.1083 1.8813
H -1.0186 1.6051 -0.1080
H 1.7421 -0.8616 -0.5792
H 1.5086 0.0152 -2.1229
H -0.9360 -0.0897 -1.8535
H -0.6093 -1.8065 0.3320

***

Entry 4:
95
Properties=species:S:1:pos:R:3 method="wB97M-V/def2-TZVPD" e_above_lowest_kcal_mol=122.39 orbital_gap_ev=8.15 mol_weight_g_mol=1073.7
N -0.7564 -0.1331 -0.0474
H 0.2215 -0.1144 0.2533
H -0.7466 -0.7936 -0.8496
H -1.0030 0.7337 -0.5338
H -1.4620 -0.4409 0.6253
O 6.1725 -1.0863 -4.3701
C 4.9950 -0.9897 -4.4347
O 4.1256 -1.7013 -3.7221
B 2.7342 -1.3350 -4.0426
O 2.8680 -0.0441 -4.7313
C 4.1162 0.1506 -5.1435
O 4.4819 1.0805 -5.7765
O 2.0659 -2.3359 -4.8684
C 0.9459 -2.7604 -4.3070
O 0.1905 -3.5903 -4.6965
C 0.7700 -1.9727 -2.9816
O 1.8429 -1.2327 -2.8455
O -0.2474 -1.9384 -2.3462
C -3.3386 3.4747 0.6409
C -3.0767 4.2121 -0.7203
O -1.7010 3.8656 -0.9503
S -0.8260 3.6710 0.4032
O -0.5492 4.8791 1.1340
O 0.2613 2.7729 0.1275
O -2.1098 2.9635 1.1197
H -4.0512 2.6493 0.6352
H -3.6282 4.1341 1.4693
H -3.0547 5.2975 -0.6649
H -3.6446 3.7317 -1.5096
C 5.0484 -0.7110 0.5437
C 5.0586 -0.9015 -0.9794
O 3.6284 -0.5595 -1.0876
S 3.2730 0.7969 -0.4085
O 1.8967 0.7154 -0.0072
O 3.7743 1.9688 -1.0867
O 4.2466 0.4329 0.8521
H 6.0278 -0.4799 0.9721
H 4.6087 -1.5247 1.1239
H 5.0941 -1.9239 -1.3311
H 5.5762 -0.1308 -1.5454
C 2.3137 1.3616 -3.1196
C 1.8893 2.6505 -3.8840
O 0.5188 2.4789 -4.2577
S -0.2069 1.2509 -3.5906
O -0.5787 0.2893 -4.5807
O -1.2349 1.6754 -2.6774
O 1.0884 0.8311 -2.6675
H 3.0256 1.4990 -2.3109
H 2.7967 0.7498 -3.8849
H 2.4413 2.6850 -4.8217
H 2.0312 3.5964 -3.3655
C -6.1253 -2.8219 0.0053
C -6.3666 -1.3497 0.1319
O -5.8160 -0.8189 -1.0806
S -4.5467 -1.7189 -1.5610
O -3.3768 -1.2900 -0.8520
O -4.5198 -1.8176 -2.9920
O -5.1091 -3.0945 -0.9289
H -7.0228 -3.3693 -0.3125
H -5.9408 -3.3750 0.9320
H -5.7754 -0.9491 0.9630
H -7.3871 -1.1650 0.4618
C 1.8244 -3.1126 0.5985
C 1.0555 -4.3390 0.1081
O -0.2463 -4.2761 0.7750
S -0.2325 -3.1550 1.9557
O 0.2993 -3.7200 3.1740
O -1.3918 -2.3173 1.9741
O 0.8315 -2.2550 1.1340
H 2.2078 -2.5593 -0.2561
H 2.5250 -3.4655 1.3556
H 1.4468 -5.2741 0.5086
H 0.8708 -4.4301 -0.9589
C -3.6808 1.9452 4.5705
C -5.0970 1.4554 4.2482
O -4.9325 0.7534 3.0603
S -3.5466 -0.1253 3.0445
O -2.9879 0.0038 1.7297
O -3.8952 -1.4033 3.5999
O -2.8594 0.8483 4.1334
H -3.4847 2.0503 5.6366
H -3.4197 2.9137 4.1442
H -5.7888 2.2868 4.1119
H -5.5117 0.8596 5.0663
C 3.3737 0.4530 5.1581
C 3.7091 0.9185 3.7284
O 2.5600 1.2740 3.0200
S 1.2254 1.0273 3.9500
O 0.2261 0.2489 3.2759
O 0.9087 2.3374 4.4526
O 1.9740 0.1392 5.0777
H 3.6006 1.3049 5.7986
H 4.0295 -0.3719 5.4148
H 4.1047 0.0775 3.1586
H 4.3756 1.7791 3.7328

***

Copy entry 4 word for word.
95
Properties=species:S:1:pos:R:3 method="wB97M-V/def2-TZVPD" e_above_lowest_kcal_mol=122.39 orbital_gap_ev=8.15 mol_weight_g_mol=1073.7
N -0.7564 -0.1331 -0.0474
H 0.2215 -0.1144 0.2533
H -0.7466 -0.7936 -0.8496
H -1.0030 0.7337 -0.5338
H -1.4620 -0.4409 0.6253
O 6.1725 -1.0863 -4.3701
C 4.9950 -0.9897 -4.4347
O 4.1256 -1.7013 -3.7221
B 2.7342 -1.3350 -4.0426
O 2.8680 -0.0441 -4.7313
C 4.1162 0.1506 -5.1435
O 4.4819 1.0805 -5.7765
O 2.0659 -2.3359 -4.8684
C 0.9459 -2.7604 -4.3070
O 0.1905 -3.5903 -4.6965
C 0.7700 -1.9727 -2.9816
O 1.8429 -1.2327 -2.8455
O -0.2474 -1.9384 -2.3462
C -3.3386 3.4747 0.6409
C -3.0767 4.2121 -0.7203
O -1.7010 3.8656 -0.9503
S -0.8260 3.6710 0.4032
O -0.5492 4.8791 1.1340
O 0.2613 2.7729 0.1275
O -2.1098 2.9635 1.1197
H -4.0512 2.6493 0.6352
H -3.6282 4.1341 1.4693
H -3.0547 5.2975 -0.6649
H -3.6446 3.7317 -1.5096
C 5.0484 -0.7110 0.5437
C 5.0586 -0.9015 -0.9794
O 3.6284 -0.5595 -1.0876
S 3.2730 0.7969 -0.4085
O 1.8967 0.7154 -0.0072
O 3.7743 1.9688 -1.0867
O 4.2466 0.4329 0.8521
H 6.0278 -0.4799 0.9721
H 4.6087 -1.5247 1.1239
H 5.0941 -1.9239 -1.3311
H 5.5762 -0.1308 -1.5454
C 2.3137 1.3616 -3.1196
C 1.8893 2.6505 -3.8840
O 0.5188 2.4789 -4.2577
S -0.2069 1.2509 -3.5906
O -0.5787 0.2893 -4.5807
O -1.2349 1.6754 -2.6774
O 1.0884 0.8311 -2.6675
H 3.0256 1.4990 -2.3109
H 2.7967 0.7498 -3.8849
H 2.4413 2.6850 -4.8217
H 2.0312 3.5964 -3.3655
C -6.1253 -2.8219 0.0053
C -6.3666 -1.3497 0.1319
O -5.8160 -0.8189 -1.0806
S -4.5467 -1.7189 -1.5610
O -3.3768 -1.2900 -0.8520
O -4.5198 -1.8176 -2.9920
O -5.1091 -3.0945 -0.9289
H -7.0228 -3.3693 -0.3125
H -5.9408 -3.3750 0.9320
H -5.7754 -0.9491 0.9630
H -7.3871 -1.1650 0.4618
C 1.8244 -3.1126 0.5985
C 1.0555 -4.3390 0.1081
O -0.2463 -4.2761 0.7750
S -0.2325 -3.1550 1.9557
O 0.2993 -3.7200 3.1740
O -1.3918 -2.3173 1.9741
O 0.8315 -2.2550 1.1340
H 2.2078 -2.5593 -0.2561
H 2.5250 -3.4655 1.3556
H 1.4468 -5.2741 0.5086
H 0.8708 -4.4301 -0.9589
C -3.6808 1.9452 4.5705
C -5.0970 1.4554 4.2482
O -4.9325 0.7534 3.0603
S -3.5466 -0.1253 3.0445
O -2.9879 0.0038 1.7297
O -3.8952 -1.4033 3.5999
O -2.8594 0.8483 4.1334
H -3.4847 2.0503 5.6366
H -3.4197 2.9137 4.1442
H -5.7888 2.2868 4.1119
H -5.5117 0.8596 5.0663
C 3.3737 0.4530 5.1581
C 3.7091 0.9185 3.7284
O 2.5600 1.2740 3.0200
S 1.2254 1.0273 3.9500
O 0.2261 0.2489 3.2759
O 0.9087 2.3374 4.4526
O 1.9740 0.1392 5.0777
H 3.6006 1.3049 5.7986
H 4.0295 -0.3719 5.4148
H 4.1047 0.0775 3.1586
H 4.3756 1.7791 3.7328

***

Copy entry 2 word for word.
9
Properties=species:S:1:pos:R:3 method="wB97M-V/def2-TZVPD" total_charge=+2 e_above_lowest_kcal_mol=60.63 orbital_gap_ev=10.09 mol_weight_g_mol=204.8
C -0.0368 -0.1525 -1.6807
C 0.8463 0.4616 -0.9588
O 0.9664 0.7288 0.2714
C -0.0840 0.2522 1.1326
O -0.9364 -0.4515 0.5533
O 0.1079 0.3890 2.3339
H -0.7731 0.3755 -2.2896
Sn -1.1263 -1.0221 2.8156
H 1.0360 -0.5810 -2.1777